The following is a DFT calculation (ωB97M-V/def2-TZVPD) of 2 unconnected molecules or ions with the total composition C4H13NO2.

Positions of all 20 atoms, in Å:
C1 -2.4261 0.5655 1.0681
N1 -1.0986 0.0534 0.7661
C2 -0.1894 1.2264 0.5776
C3 1.2524 0.6867 0.7365
C4 1.9081 -0.1669 -0.3240
O1 1.4572 -1.5252 -0.2791
H1 -3.2359 -0.1795 1.1871
H2 -2.2639 0.9171 2.0986
H3 -2.9358 1.3647 0.4622
H4 -1.0563 -0.3462 -0.1684
H5 -0.4171 1.6029 -0.4392
H6 -0.3000 2.0434 1.2819
H7 1.9127 1.5531 0.8679
H8 1.1728 0.0557 1.6366
H9 2.9658 -0.1306 -0.0726
H10 1.7158 0.1836 -1.3519
H11 0.9943 -1.7320 0.5307
H12 0.4525 -2.6481 -3.2356
H13 -0.0125 -1.7624 -2.1889
O2 0.1041 -1.7616 -3.1535

Atoms 1-2, force components in eV/Å:
C -1.3 0.0 1.4
N -0.1 1.1 -0.9

relative energy (zero: lowest compared OMol25 entry of this formula, charge and spin): 31.50 kcal per mole
frontier orbital gap: 10.40 eV
calculated total energy: -365.39229 Eh
multiplicity: 1
strongest force on any atom: 0.0388 hartree/bohr
LUMO level: 0.034 Ha



The following is a DFT calculation (ωB97M-V/def2-TZVPD) of 2 unconnected molecules or ions with the total composition C4H13NO2.

Positions of all 20 atoms, in Å:
C1 -0.0223 0.3976 -1.1743
N1 0.4025 0.8434 0.1897
C2 -0.3120 0.2976 1.3152
O1 -0.6446 1.1906 2.3577
C3 0.9576 0.5998 -2.3951
C4 2.4248 0.3593 -1.9742
H1 -0.2586 -0.6809 -1.0824
H2 -0.8906 0.9864 -1.4487
H3 1.2419 1.3606 0.0215
H4 0.3291 -0.5398 1.8180
H5 -1.1954 -0.2161 0.9899
H6 0.1759 1.6694 2.5223
H7 0.8872 1.6649 -2.5990
H8 0.7026 0.0670 -3.3170
H9 2.5380 0.8509 -0.9900
H10 2.7491 -0.6793 -1.8868
H11 3.1365 0.8122 -2.6648
H12 -2.6535 -3.0130 2.2360
H13 -1.9854 -2.4839 0.9153
O2 -2.5471 -3.1606 1.2952

Atoms 1-2, force components in eV/Å:
C -0.4 -0.9 0.0
N -1.1 -0.2 -2.9

relative energy (zero: lowest compared OMol25 entry of this formula, charge and spin): 43.18 kcal per mole
frontier orbital gap: 9.47 eV
calculated total energy: -365.37368 Eh
multiplicity: 1
strongest force on any atom: 0.0691 hartree/bohr
LUMO level: 0.031 Ha



The following is a DFT calculation (ωB97M-V/def2-TZVPD) of 2 unconnected molecules or ions with the total composition C4H13NO2.

Positions of all 20 atoms, in Å:
C1 0.7083 1.8881 -0.3022
N1 -0.1490 0.7503 -0.2768
C2 -1.3054 0.7871 -1.1302
C3 -0.6148 0.5417 1.1050
C4 0.1390 -0.6576 1.8941
O1 -0.2373 -1.9887 1.4476
H1 0.9491 2.2596 -1.3776
H2 0.3274 2.7052 0.2101
H3 1.6853 1.6144 0.1619
H4 -1.9720 1.7499 -0.9238
H5 -1.8791 -0.1067 -0.9322
H6 -1.0497 0.9365 -2.1747
H7 -1.6993 0.2365 1.2479
H8 -0.6539 1.4704 1.6938
H9 0.0450 -0.5730 2.9826
H10 1.2300 -0.5081 1.7388
H11 0.5467 -2.4383 1.7502
H12 0.7567 -0.8126 -1.6489
H13 1.0323 -2.0536 -2.2928
O2 1.2575 -1.1474 -2.4348

Atoms 1-2, force components in eV/Å:
C 2.6 -0.5 -2.7
N -1.0 -1.1 1.2

relative energy (zero: lowest compared OMol25 entry of this formula, charge and spin): 43.21 kcal per mole
frontier orbital gap: 9.81 eV
calculated total energy: -365.37362 Eh
multiplicity: 1
strongest force on any atom: 0.0741 hartree/bohr
LUMO level: 0.029 Ha



The following is a DFT calculation (ωB97M-V/def2-TZVPD) of 2 unconnected molecules or ions with the total composition C4H13NO2.

Positions of all 20 atoms, in Å:
C1 -2.4008 0.6959 0.5105
N1 -1.1262 0.0844 0.2360
C2 0.0041 0.9640 0.6415
C3 1.1030 0.1294 1.2601
C4 1.9648 -0.6899 0.3234
O1 1.2136 -1.8525 -0.1283
H1 -3.2035 0.0377 0.2061
H2 -2.5060 0.9845 1.5568
H3 -2.5311 1.6393 -0.0494
H4 -0.9972 -0.2211 -0.7193
H5 0.2457 1.6149 -0.1941
H6 -0.3784 1.5938 1.4444
H7 1.8302 0.7667 1.7830
H8 0.6923 -0.5663 1.9787
H9 2.8210 -1.0551 0.8940
H10 2.3060 -0.2205 -0.5983
H11 0.3014 -1.6576 0.1214
H12 -0.1518 -0.1204 -3.3317
H13 0.8837 -1.0883 -2.9021
O2 -0.0711 -1.0388 -3.0327

Atoms 1-2, force components in eV/Å:
C -0.2 0.7 -0.9
N 0.9 0.0 0.8

relative energy (zero: lowest compared OMol25 entry of this formula, charge and spin): 24.06 kcal per mole
frontier orbital gap: 9.60 eV
calculated total energy: -365.40415 Eh
multiplicity: 1
strongest force on any atom: 0.0397 hartree/bohr
LUMO level: 0.025 Ha



The following is a DFT calculation (ωB97M-V/def2-TZVPD) of 2 unconnected molecules or ions with the total composition C4H13NO2.

Positions of all 20 atoms, in Å:
C1 0.2113 -0.5011 1.8895
C2 -1.0545 -0.3211 1.0317
C3 -1.4996 -1.6186 0.3712
N1 1.4194 -0.8361 1.1632
H1 1.2987 -1.7160 0.6833
H2 1.6069 -0.1261 0.4648
H3 0.0360 -1.2937 2.6234
H4 0.4063 0.4266 2.4462
H5 -0.8544 0.4224 0.2651
H6 -1.8552 0.0544 1.6705
H7 -2.4007 -1.4495 -0.2274
H8 -0.7179 -1.9987 -0.2916
H9 -1.7154 -2.3766 1.1229
C4 0.3195 2.2625 -1.7501
O1 0.6239 0.9289 -1.4252
O2 1.8689 0.5476 -1.9935
H10 1.6470 -0.1957 -2.5736
H11 0.3190 2.4219 -2.8353
H12 -0.6803 2.4110 -1.3520
H13 1.0212 2.9580 -1.2832

Atoms 1-2, force components in eV/Å:
C -0.3 0.3 0.1
C 0.2 -0.2 0.3

relative energy (zero: lowest compared OMol25 entry of this formula, charge and spin): 79.25 kcal per mole
frontier orbital gap: 9.54 eV
calculated total energy: -365.31619 Eh
multiplicity: 1
strongest force on any atom: 0.0160 hartree/bohr
LUMO level: 0.027 Ha



The following is a DFT calculation (ωB97M-V/def2-TZVPD) of 2 unconnected molecules or ions with the total composition C4H13NO2.

Positions of all 20 atoms, in Å:
C1 0.3858 -1.2799 -0.7898
N1 1.0722 -0.0858 -0.3256
C2 2.1583 0.3808 -1.1230
C3 1.1508 0.0792 1.1393
C4 -0.2326 0.1848 1.8016
O1 -0.6487 1.5454 1.9611
H1 -0.5892 -1.3339 -0.2996
H2 0.3022 -1.2610 -1.8709
H3 0.9915 -2.1184 -0.4465
H4 2.5575 -0.3787 -1.7868
H5 2.9632 0.8167 -0.5323
H6 1.8092 1.1732 -1.7981
H7 1.6511 1.0233 1.3423
H8 1.7062 -0.7899 1.4748
H9 -0.2388 -0.2589 2.7823
H10 -1.0565 -0.2732 1.2546
H11 -0.0492 2.1752 1.5497
H12 -4.1426 0.3805 -0.9050
H13 -4.8188 0.0334 -2.1905
O2 -4.9717 -0.0127 -1.2377

Atoms 1-2, force components in eV/Å:
C -0.5 0.7 0.2
N 0.7 -1.2 0.7

relative energy (zero: lowest compared OMol25 entry of this formula, charge and spin): 33.95 kcal per mole
frontier orbital gap (alpha / beta): 10.73 / 6.33 eV
calculated total energy: -365.09288 Eh
multiplicity: 2
strongest force on any atom: 0.0332 hartree/bohr
LUMO level (alpha / beta): -0.116 / -0.278 Ha
net charge: +1



The following is a DFT calculation (ωB97M-V/def2-TZVPD) of 3 unconnected molecules or ions with the total composition C4H13NO3.

Positions of all 21 atoms, in Å:
O1 0.7820 -1.2343 -2.4882
C1 1.2653 -0.2385 -2.0121
C2 0.7892 0.3532 -0.6871
C3 -0.7540 0.2427 -0.5284
C4 -1.1577 0.4913 0.9163
N1 1.2150 1.7483 -0.6299
H1 2.1120 0.3154 -2.4466
H2 1.1359 -0.2589 0.1475
H3 -1.0526 -0.7714 -0.7717
H4 -1.1811 0.9762 -1.2148
H5 -0.8074 -0.3031 1.5679
H6 -1.0057 1.4987 1.3052
H7 -2.2481 0.4786 0.9760
H8 1.9652 1.9563 0.0102
H9 0.4326 2.3511 -0.4722
H10 -0.6402 -2.6867 -1.8948
H11 -0.0860 -4.0674 -1.8156
O2 -0.9328 -3.6083 -1.8193
H12 -0.1844 0.2715 4.3353
H13 0.6039 1.3267 3.5583
O3 -0.2511 1.1585 3.9640

Atoms 1-2, force components in eV/Å:
O 0.2 0.1 -0.3
C -0.3 -0.4 1.0

relative energy (zero: lowest compared OMol25 entry of this formula, charge and spin): 37.58 kcal per mole
frontier orbital gap: 10.09 eV
calculated total energy: -440.65530 Eh
multiplicity: 1
strongest force on any atom: 0.0294 hartree/bohr
LUMO level: 0.015 Ha



The following is a DFT calculation (ωB97M-V/def2-TZVPD) of 2 unconnected molecules or ions with the total composition C4H13NO3.

Positions of all 21 atoms, in Å:
C1 -0.4397 2.3806 -1.3675
C2 -0.4545 1.3313 -0.2459
C3 0.7687 1.3684 0.7254
O1 0.9356 0.0704 1.2469
N1 -0.7363 -0.0335 -0.6695
C4 -1.1110 -1.2495 0.0761
O2 -1.8335 -1.0010 1.3294
H1 -1.2070 1.9548 -2.0371
H2 -0.6121 3.3379 -0.8849
H3 0.4632 2.4615 -1.9549
H4 -1.1807 1.7311 0.4842
H5 0.5473 1.8066 1.7016
H6 1.7620 1.8378 0.5566
H7 1.2781 -0.5399 0.5930
H8 -1.5777 0.0776 -1.2588
H9 -1.7968 -1.8420 -0.5559
H10 -0.2471 -1.7287 0.5793
H11 -1.0874 -0.5500 1.8125
H12 1.6372 -2.8385 -1.2207
H13 2.7282 -1.9632 -1.6900
O3 2.4041 -2.3685 -0.8718

Atoms 1-2, force components in eV/Å:
C -0.3 -1.7 0.1
C 1.2 1.1 2.7

relative energy (zero: lowest compared OMol25 entry of this formula, charge and spin): 73.27 kcal per mole
frontier orbital gap: 9.77 eV
calculated total energy: -440.59843 Eh
multiplicity: 1
strongest force on any atom: 0.0612 hartree/bohr
LUMO level: 0.024 Ha



The following is a DFT calculation (ωB97M-V/def2-TZVPD) of 4 unconnected molecules or ions with the total composition C4H13NO3.

Positions of all 21 atoms, in Å:
C1 -2.7249 -0.9673 0.5053
C2 -1.7892 0.1997 0.5117
C3 -0.9379 0.4324 -0.4989
N1 -0.0693 1.5332 -0.3977
C4 0.3095 2.0846 -1.4751
H1 -2.5840 -1.6037 -0.3661
H2 -2.5787 -1.5275 1.4358
H3 -3.7845 -0.7028 0.5365
H4 -1.7354 0.8069 1.4070
H5 -0.8773 -0.3067 -1.2898
H6 -0.0624 1.7951 -2.4580
H7 1.1185 2.8080 -1.4804
H8 1.3717 1.3033 2.5672
H9 1.1466 1.2555 1.0356
O1 1.8305 1.3089 1.7253
H10 2.9426 -1.6656 0.9972
H11 2.0822 -0.4385 1.3343
O2 2.1196 -1.2243 0.7673
H12 0.9621 -2.2757 -1.9248
H13 1.8382 -1.3604 -1.0319
O3 1.4220 -1.4551 -1.9004

Atoms 1-2, force components in eV/Å:
C -0.2 0.0 0.6
C 0.3 -0.4 -0.7

relative energy (zero: lowest compared OMol25 entry of this formula, charge and spin): 45.35 kcal per mole
frontier orbital gap: 9.76 eV
calculated total energy: -440.64292 Eh
multiplicity: 1
strongest force on any atom: 0.0369 hartree/bohr
LUMO level: 0.030 Ha



The following is a DFT calculation (ωB97M-V/def2-TZVPD) of 2 unconnected molecules or ions with the total composition C4H13NOS.

Positions of all 20 atoms, in Å:
C1 1.4764 1.6232 -1.6904
N1 0.7136 0.4063 -1.3196
C2 0.6445 0.2587 0.1044
C3 -0.8534 -0.0501 0.3436
S1 -1.1979 0.3494 2.1950
C4 1.4533 -1.0115 0.5318
H1 2.0012 1.5898 -2.6528
H2 0.6084 2.3611 -1.9390
H3 2.1629 1.6057 -0.7775
H4 0.9883 -0.4399 -1.7814
H5 0.9978 1.2117 0.7016
H6 -1.5222 0.5096 -0.2606
H7 -1.0868 -1.0727 0.2769
H8 -0.4520 -0.4433 2.9533
H9 1.4255 -1.2298 1.5818
H10 1.2321 -1.9053 0.0613
H11 2.5220 -0.7816 0.1598
H12 -1.2915 -0.6733 -2.3288
H13 -0.8029 -2.1084 -2.4539
O1 -1.1172 -1.4976 -1.8950

Atoms 1-2, force components in eV/Å:
C -1.4 -0.6 0.2
N 0.6 1.1 -1.5

relative energy (zero: lowest compared OMol25 entry of this formula, charge and spin): 62.70 kcal per mole
frontier orbital gap: 8.95 eV
calculated total energy: -688.28880 Eh
multiplicity: 1
strongest force on any atom: 0.0986 hartree/bohr
LUMO level: 0.024 Ha



The following is a DFT calculation (ωB97M-V/def2-TZVPD) of 2 unconnected molecules or ions with the total composition C4H13NOS.

Positions of all 20 atoms, in Å:
C1 2.1063 1.2275 -0.9337
C2 0.9417 0.2504 -1.1411
C3 -0.3062 0.7469 -0.4300
C4 -1.4895 -0.2415 -0.3170
S1 -2.4200 -0.2391 -1.8679
N1 1.3838 -0.9874 -0.4363
H1 2.3323 1.2813 0.1187
H2 1.9138 2.2500 -1.2717
H3 2.9393 0.8409 -1.5224
H4 0.8972 -0.0263 -2.1987
H5 -0.0610 0.9978 0.6000
H6 -0.6515 1.6276 -0.9674
H7 -1.2090 -1.2216 0.0600
H8 -2.1814 0.1923 0.4055
H9 -1.7654 -1.1854 -2.5506
H10 0.6000 -1.5478 -0.1575
H11 2.1137 -1.5227 -0.8764
H12 -1.7706 -1.4277 4.9594
H13 -1.4679 -0.4972 3.8340
O1 -1.9055 -0.5182 4.6930

Atoms 1-2, force components in eV/Å:
C -0.5 0.2 -0.9
C 1.5 -1.1 1.1

relative energy (zero: lowest compared OMol25 entry of this formula, charge and spin): 16.67 kcal per mole
frontier orbital gap: 9.69 eV
calculated total energy: -688.36215 Eh
multiplicity: 1
strongest force on any atom: 0.0428 hartree/bohr
LUMO level: 0.021 Ha



The following is a DFT calculation (ωB97M-V/def2-TZVPD) of 2 unconnected molecules or ions with the total composition C4H13NOS.

Positions of all 20 atoms, in Å:
C1 -0.2055 -2.5705 0.0666
N1 -0.5460 -1.1210 0.2396
C2 0.3263 -0.0521 0.6732
C3 -0.5435 1.1106 1.2330
S1 -0.0066 1.6782 2.8623
C4 1.4197 0.4287 -0.2690
H1 0.5581 -2.8939 0.7603
H2 0.0912 -2.6921 -0.9746
H3 -1.1868 -3.0084 0.2100
H4 -1.1242 -0.8457 -0.5384
H5 0.7701 -0.4224 1.6010
H6 -1.5553 0.7065 1.2727
H7 -0.6195 2.0064 0.6205
H8 1.3270 1.6403 2.6087
H9 1.8532 1.4075 -0.0783
H10 0.9471 0.5667 -1.2597
H11 2.1601 -0.3305 -0.5225
H12 -0.6771 1.5291 -3.3714
H13 -1.8737 1.7254 -2.5416
O1 -1.1148 1.1368 -2.5925

Atoms 1-2, force components in eV/Å:
C -0.6 2.4 -0.6
N -0.4 -0.3 0.0

relative energy (zero: lowest compared OMol25 entry of this formula, charge and spin): 30.50 kcal per mole
frontier orbital gap: 8.68 eV
calculated total energy: -688.34011 Eh
multiplicity: 1
strongest force on any atom: 0.0498 hartree/bohr
LUMO level: 0.020 Ha



What did the second record say?
The following is a DFT calculation (ωB97M-V/def2-TZVPD) of 2 unconnected molecules or ions with the total composition C4H13NO2.

Positions of all 20 atoms, in Å:
C1 -0.0223 0.3976 -1.1743
N1 0.4025 0.8434 0.1897
C2 -0.3120 0.2976 1.3152
O1 -0.6446 1.1906 2.3577
C3 0.9576 0.5998 -2.3951
C4 2.4248 0.3593 -1.9742
H1 -0.2586 -0.6809 -1.0824
H2 -0.8906 0.9864 -1.4487
H3 1.2419 1.3606 0.0215
H4 0.3291 -0.5398 1.8180
H5 -1.1954 -0.2161 0.9899
H6 0.1759 1.6694 2.5223
H7 0.8872 1.6649 -2.5990
H8 0.7026 0.0670 -3.3170
H9 2.5380 0.8509 -0.9900
H10 2.7491 -0.6793 -1.8868
H11 3.1365 0.8122 -2.6648
H12 -2.6535 -3.0130 2.2360
H13 -1.9854 -2.4839 0.9153
O2 -2.5471 -3.1606 1.2952

Atoms 1-2, force components in eV/Å:
C -0.4 -0.9 0.0
N -1.1 -0.2 -2.9

relative energy (zero: lowest compared OMol25 entry of this formula, charge and spin): 43.18 kcal per mole
frontier orbital gap: 9.47 eV
calculated total energy: -365.37368 Eh
multiplicity: 1
strongest force on any atom: 0.0691 hartree/bohr
LUMO level: 0.031 Ha



Copy entry 12 word for word.
The following is a DFT calculation (ωB97M-V/def2-TZVPD) of 2 unconnected molecules or ions with the total composition C4H13NOS.

Positions of all 20 atoms, in Å:
C1 -0.2055 -2.5705 0.0666
N1 -0.5460 -1.1210 0.2396
C2 0.3263 -0.0521 0.6732
C3 -0.5435 1.1106 1.2330
S1 -0.0066 1.6782 2.8623
C4 1.4197 0.4287 -0.2690
H1 0.5581 -2.8939 0.7603
H2 0.0912 -2.6921 -0.9746
H3 -1.1868 -3.0084 0.2100
H4 -1.1242 -0.8457 -0.5384
H5 0.7701 -0.4224 1.6010
H6 -1.5553 0.7065 1.2727
H7 -0.6195 2.0064 0.6205
H8 1.3270 1.6403 2.6087
H9 1.8532 1.4075 -0.0783
H10 0.9471 0.5667 -1.2597
H11 2.1601 -0.3305 -0.5225
H12 -0.6771 1.5291 -3.3714
H13 -1.8737 1.7254 -2.5416
O1 -1.1148 1.1368 -2.5925

Atoms 1-2, force components in eV/Å:
C -0.6 2.4 -0.6
N -0.4 -0.3 0.0

relative energy (zero: lowest compared OMol25 entry of this formula, charge and spin): 30.50 kcal per mole
frontier orbital gap: 8.68 eV
calculated total energy: -688.34011 Eh
multiplicity: 1
strongest force on any atom: 0.0498 hartree/bohr
LUMO level: 0.020 Ha



What did the first record say?
The following is a DFT calculation (ωB97M-V/def2-TZVPD) of 2 unconnected molecules or ions with the total composition C4H13NO2.

Positions of all 20 atoms, in Å:
C1 -2.4261 0.5655 1.0681
N1 -1.0986 0.0534 0.7661
C2 -0.1894 1.2264 0.5776
C3 1.2524 0.6867 0.7365
C4 1.9081 -0.1669 -0.3240
O1 1.4572 -1.5252 -0.2791
H1 -3.2359 -0.1795 1.1871
H2 -2.2639 0.9171 2.0986
H3 -2.9358 1.3647 0.4622
H4 -1.0563 -0.3462 -0.1684
H5 -0.4171 1.6029 -0.4392
H6 -0.3000 2.0434 1.2819
H7 1.9127 1.5531 0.8679
H8 1.1728 0.0557 1.6366
H9 2.9658 -0.1306 -0.0726
H10 1.7158 0.1836 -1.3519
H11 0.9943 -1.7320 0.5307
H12 0.4525 -2.6481 -3.2356
H13 -0.0125 -1.7624 -2.1889
O2 0.1041 -1.7616 -3.1535

Atoms 1-2, force components in eV/Å:
C -1.3 0.0 1.4
N -0.1 1.1 -0.9

relative energy (zero: lowest compared OMol25 entry of this formula, charge and spin): 31.50 kcal per mole
frontier orbital gap: 10.40 eV
calculated total energy: -365.39229 Eh
multiplicity: 1
strongest force on any atom: 0.0388 hartree/bohr
LUMO level: 0.034 Ha